Version w
C2H4N2O2S in the gas phase, computed with the ωB97M-V functional and the def2-TZVPD basis.

Bonds (Å) are listed after each position.
Atoms and positions in Å:
1 S 1.78 -0.35 -0.09  O2 1.442, O3 1.459, N4 1.635, C6 1.901
2 O 1.93 -1.20 1.06  S1 1.442
3 O 2.33 -0.79 -1.37  S1 1.459
4 N 2.42 1.10 0.32  S1 1.635, H10 1.033, H11 0.973
5 N -1.03 -0.66 0.00  C6 1.376, C7 1.475
6 C -0.02 0.13 -0.49  S1 1.901, N5 1.376
7 C -2.22 -1.47 0.33  N5 1.475, H8 1.068, H9 1.039
8 H -2.64 -1.16 1.26  C7 1.068
9 H -2.67 -2.27 -0.15  C7 1.039
10 H 1.95 1.94 -0.04  N4 1.033
11 H 2.57 1.08 1.28  N4 0.973

Results
Frontier orbital gap, eV: 8.2

Version x
2 unconnected molecules or ions with the total composition C2H4N2O2S, computed with the ωB97M-V functional and the def2-TZVPD basis.

Bonds (Å) are listed after each position.
Atoms and positions in Å:
1 S -2.30 -0.50 -0.34  N5 1.901, C7 1.697
2 O -0.22 0.80 -0.28  C6 1.255, C7 1.506
3 O 2.34 0.35 -0.12  N4 1.562
4 N 1.40 -0.89 -0.03  O3 1.562, C6 1.364, H11 1.111
5 N -0.70 -1.39 0.17  S1 1.901, C6 1.329
6 C 0.14 -0.38 -0.02  O2 1.255, N4 1.364, N5 1.329
7 C -1.61 0.92 0.27  S1 1.697, O2 1.506, H9 1.134, H10 1.110
8 H 2.98 -0.13 -1.44  no bonds
9 H -1.42 1.21 1.36  C7 1.134
10 H -2.11 1.80 -0.20  C7 1.110
11 H 1.50 -1.78 0.63  N4 1.111

Results
Frontier orbital gap, eV: 7.3

Most stable of them? version w.